No. 1
{
  "formula": "BrCd",
  "method": "ωB97M-V with the def2-TZVPD basis set",
  "elements": ["Br", "Cd"],
  "coordinates": [[1.02, -0.30, -0.49], [-1.02, 0.30, 0.49]],
  "nbo_charge": [-0.430, 1.430],
  "gap_ev": 7.36,
  "total_charge": 1,
  "relative_energy_kj_mol": 0.7,
  "fmax_ha_per_bohr": 0.0091,
  "lumo_ev": -8.581
}


No. 2
{
  "formula": "C31H38AgBrN3O5P2S2",
  "method": "ωB97M-V with the def2-TZVPD basis set",
  "elements": ["H", "H", "C", "O", "H", "H", "C", "Ag", "H", "H", "N", "H", "H", "H", "O", "H", "N", "C", "H", "H", "H", "H", "H", "C", "H", "H", "O", "C", "H", "C", "O", "H", "C", "C", "H", "H", "C", "H", "H", "C", "H", "C", "H", "H", "C", "H", "C", "N", "C", "C", "H", "H", "H", "C", "H", "H", "C", "C", "C", "C", "C", "C", "H", "C", "H", "H", "H", "C", "S", "C", "C", "Br", "C", "P", "H", "S", "O", "C", "C", "C", "C", "H", "P"],
  "coordinates": [[-0.03, -4.96, -0.30], [-1.50, 1.59, -7.17], [-4.85, 2.72, 3.08], [0.38, -1.56, -2.19], [-2.53, -1.39, 5.17], [-1.06, -4.30, 2.26], [-3.29, 2.62, 1.28], [0.16, -0.69, 0.01], [1.66, 0.40, -4.53], [-5.51, 2.22, 3.77], [2.86, 1.88, 2.68], [-5.27, 4.67, 3.87], [-0.20, 1.51, 1.41], [2.76, -3.78, 2.16], [-2.66, 5.26, -0.92], [2.97, -2.50, 0.92], [-1.72, 2.96, -0.46], [1.80, 1.29, 2.05], [-3.18, -2.77, 3.08], [-2.50, 0.23, 4.45], [-2.70, 2.61, -5.27], [4.21, 0.41, 3.39], [2.68, 3.99, 2.58], [-1.20, 2.10, -3.84], [-4.23, 0.89, 2.09], [0.51, -4.67, 2.96], [-0.83, 5.03, 0.70], [4.14, 1.20, 2.64], [1.88, 3.23, 3.97], [-4.14, 1.96, 2.15], [2.36, -2.34, -1.43], [0.69, 0.48, -6.80], [0.92, -4.60, 0.09], [-3.86, 4.77, 2.26], [-3.44, -1.25, 2.16], [-1.09, -0.36, 5.33], [1.60, -2.94, -6.10], [0.53, -2.56, 4.20], [3.97, -2.19, -3.18], [0.57, 1.44, -2.31], [1.40, -5.40, 0.67], [0.71, 0.90, -4.70], [4.93, 1.93, 2.81], [0.64, 3.06, 1.66], [3.32, -2.39, -4.02], [4.28, 0.74, 1.66], [-1.75, 2.14, -5.11], [1.00, 1.41, -1.25], [-4.71, 4.10, 3.13], [-2.41, 2.05, 0.20], [4.89, -2.54, -5.47], [-1.05, -3.30, 4.48], [0.10, 2.11, 3.05], [0.16, 0.94, -5.97], [1.56, -4.32, -0.75], [2.34, -2.07, 2.51], [1.95, -2.42, -3.76], [3.83, -2.59, -5.29], [-0.41, -2.85, 3.72], [-0.13, -3.85, 2.59], [2.75, 3.18, 3.31], [0.03, 1.48, -3.64], [0.91, -3.17, -6.91], [-2.73, -2.05, 2.39], [3.34, -3.04, -7.34], [-3.74, 5.84, 2.28], [-1.72, 2.53, -2.99], [0.51, 2.04, 2.04], [-2.01, 4.47, 0.09], [-1.06, 1.56, -6.18], [-1.90, -0.66, 4.66], [-0.78, -2.86, -4.64], [1.52, -2.09, -2.32], [-1.20, -1.30, 3.08], [-2.50, -2.54, 1.44], [-2.38, 0.39, -0.09], [1.96, 0.19, 1.52], [2.36, -2.85, 1.75], [2.96, -2.87, -6.34], [1.10, -2.71, -4.83], [-3.17, 4.00, 1.34], [3.64, 3.34, 3.93], [0.67, -3.10, 1.10]],
  "nbo_charge": [0.227, 0.205, -0.221, -0.780, 0.203, 0.219, -0.025, 0.815, 0.229, 0.208, -0.441, 0.206, 0.249, 0.197, -0.947, 0.276, -0.802, 0.707, 0.199, 0.231, 0.213, 0.190, 0.203, -0.170, 0.234, 0.209, -0.955, -0.405, 0.204, -0.197, -0.759, 0.212, -0.951, -0.196, 0.244, 0.222, -0.262, 0.219, 0.240, 0.343, 0.203, -0.177, 0.188, 0.254, -0.189, 0.235, -0.216, -0.372, -0.200, 0.093, 0.205, 0.203, 0.219, -0.211, 0.275, 0.239, -0.102, -0.241, -0.710, -0.717, -0.404, -0.104, 0.218, -0.951, 0.203, 0.225, 0.257, -0.717, 2.297, -0.201, -0.944, 0.070, 0.747, 0.839, 0.241, -0.322, -0.674, -0.957, -0.206, -0.077, -0.327, 0.198, 0.815],
  "gap_ev": 7.44,
  "total_charge": -1,
  "relative_energy_kj_mol": 0.0,
  "fmax_ha_per_bohr": 0.0137,
  "lumo_ev": 2.518
}


No. 3
{
  "formula": "C21H14BaCl2N7OS2",
  "method": "ωB97M-V with the def2-TZVPD basis set",
  "elements": ["N", "H", "H", "C", "C", "H", "C", "H", "S", "N", "C", "C", "H", "C", "O", "Ba", "H", "C", "H", "N", "H", "C", "C", "H", "C", "H", "H", "H", "C", "C", "C", "C", "S", "N", "Cl", "C", "C", "C", "C", "H", "C", "C", "Cl", "C", "N", "N", "N", "H"],
  "coordinates": [[-2.38, 0.92, 1.24], [4.99, 2.17, -1.03], [1.19, -3.57, 5.69], [-3.29, 0.50, 0.33], [1.87, -1.85, 4.59], [-5.80, -0.70, -2.37], [4.04, 2.28, -0.54], [-2.00, 2.06, 2.90], [3.81, 3.52, 0.63], [0.46, -1.98, -2.75], [2.73, 0.45, -1.65], [1.51, -1.16, -2.58], [-0.41, -1.76, -2.28], [-5.12, -0.35, -1.61], [-1.65, -0.92, -0.64], [0.04, 0.09, 0.40], [0.35, 3.51, 1.47], [2.18, 2.96, 0.84], [0.42, -2.58, -3.56], [1.32, 3.54, 1.73], [1.60, 4.42, 2.13], [-4.63, 0.98, 0.35], [-4.06, 2.27, 2.29], [2.62, -1.55, 5.31], [-5.53, 0.53, -0.64], [-6.01, 2.26, 1.41], [-4.30, 2.96, 3.09], [-0.69, -2.74, 1.92], [1.08, -2.97, 4.80], [0.04, -2.50, 2.69], [1.69, -1.11, 3.43], [0.14, -3.30, 3.82], [2.95, -1.22, -3.55], [-1.39, -5.34, 4.09], [-3.33, -1.95, -2.83], [-0.70, -4.43, 3.97], [-3.81, -0.83, -1.61], [-2.76, 1.76, 2.18], [2.91, 1.54, -0.70], [2.30, -0.24, 3.24], [3.61, 0.07, -2.61], [-4.99, 1.88, 1.37], [-7.16, 1.10, -0.65], [-2.86, -0.46, -0.66], [0.80, -1.43, 2.49], [1.55, -0.26, -1.63], [1.85, 1.94, 0.10], [4.58, 0.47, -2.84]],
  "lowdin_charge": [-0.063, 0.082, 0.134, -0.166, -0.022, 0.112, -0.333, 0.108, 1.100, 0.127, -0.364, -0.686, 0.054, -0.113, -0.509, 2.090, 0.098, -0.709, 0.110, 0.097, 0.100, -0.165, -0.037, 0.119, -0.609, 0.095, 0.111, 0.128, 0.022, -0.088, -0.126, -0.189, 1.094, 0.194, 0.726, -0.170, -0.580, -0.149, -0.351, 0.115, -0.334, -0.006, 0.722, -0.438, -0.130, -0.145, -0.134, 0.079],
  "gap_ev": 7.09,
  "total_charge": 1,
  "relative_energy_kj_mol": 68.5,
  "fmax_ha_per_bohr": 0.0409,
  "lumo_ev": -2.913
}


No. 4
{
  "formula": "C18H25N3O3",
  "method": "ωB97M-V with the def2-TZVPD basis set",
  "elements": ["C", "H", "H", "H", "C", "C", "N", "C", "H", "H", "H", "H", "C", "H", "C", "H", "N", "H", "C", "H", "H", "C", "H", "C", "H", "C", "H", "H", "H", "H", "O", "C", "H", "C", "O", "C", "C", "C", "H", "H", "C", "O", "C", "H", "H", "C", "H", "N", "H"],
  "coordinates": [[1.00, 0.32, -0.62], [-0.08, -1.51, -6.53], [-1.63, -1.26, -5.98], [1.61, 0.45, 4.43], [-0.34, -2.53, -3.94], [0.69, 1.13, 4.20], [2.01, 1.25, 1.40], [-0.23, -1.12, -3.65], [-0.19, -0.49, -4.40], [-1.87, 3.05, 0.99], [-0.81, 4.73, 3.32], [1.09, -5.86, -2.25], [1.91, 2.22, 2.41], [2.63, 2.25, 3.13], [0.50, -1.78, -1.42], [-0.66, -6.70, -3.07], [-0.54, 2.28, 2.47], [-0.88, -0.26, 4.66], [0.82, 2.44, 3.15], [-2.37, 3.89, 3.32], [-2.13, 0.84, 2.30], [-1.59, 1.47, 3.17], [0.62, 1.47, -2.48], [-1.67, 4.41, 2.74], [0.54, -3.89, -0.97], [-0.88, 3.48, 1.71], [1.60, 0.31, 1.68], [-2.04, 1.86, 3.83], [-0.11, -0.42, 3.14], [1.23, -1.57, 0.79], [1.29, 2.67, -0.48], [1.12, -1.24, -0.33], [1.97, 3.33, 1.84], [-0.13, -5.71, -2.57], [-0.30, -4.61, -3.52], [-1.04, -2.00, -6.30], [0.47, -3.08, -1.75], [-0.21, -3.45, -2.87], [0.61, 1.47, 5.41], [-1.93, 5.26, 2.12], [1.30, 1.53, 0.19], [-0.83, -2.85, -5.18], [-0.38, 0.27, 3.82], [-0.13, 3.69, 1.25], [-0.81, -5.86, -1.57], [0.63, -0.91, -2.36], [0.71, 3.40, 3.80], [0.68, 0.35, -1.97], [-1.24, -2.70, -7.04]],
  "nbo_charge": [0.016, 0.167, 0.181, 0.211, 0.322, -0.447, -0.587, -0.306, 0.182, 0.147, 0.191, 0.202, -0.260, 0.219, -0.194, 0.212, -0.514, 0.208, -0.029, 0.208, 0.205, -0.136, 0.483, -0.636, 0.222, -0.109, 0.384, 0.122, 0.185, 0.212, -0.658, -0.221, 0.203, -0.335, -0.472, -0.225, -0.243, 0.242, 0.203, 0.215, 0.645, -0.506, -0.394, 0.166, 0.205, 0.179, 0.215, -0.491, 0.210],
  "gap_ev": 7.57,
  "total_charge": 0,
  "relative_energy_kj_mol": 1713.8,
  "fmax_ha_per_bohr": 0.3348,
  "lumo_ev": 0.128,
  "smiles": "CCN1CCC[C@H]1CNC(=O)c1cc2cc(OC)c(OC)cc2[nH]1"
}


No. 5
{
  "formula": "C16H25CaN3OP2",
  "method": "ωB97M-V with the def2-TZVPD basis set",
  "elements": ["H", "H", "C", "N", "H", "H", "C", "P", "C", "H", "C", "H", "C", "C", "P", "H", "N", "C", "H", "C", "N", "H", "H", "H", "C", "H", "H", "H", "H", "H", "H", "O", "H", "C", "Ca", "C", "C", "H", "C", "H", "H", "C", "H", "H", "H", "C", "C", "H"],
  "coordinates": [[-2.19, 0.23, 6.62], [-0.68, 4.28, -1.07], [-0.91, 0.12, 4.89], [1.54, 0.66, -1.45], [-0.63, -0.91, -2.45], [-1.55, 2.52, -3.05], [-1.51, -3.08, -0.26], [-2.51, -1.75, 0.40], [1.77, -1.82, -1.52], [2.49, -0.32, 4.95], [-0.20, -2.91, -0.73], [-1.86, -0.72, -5.10], [0.57, -0.04, 3.00], [-0.79, 0.63, -3.79], [-0.12, 3.19, -0.32], [-3.66, -2.02, -0.39], [0.36, -1.78, -1.15], [-0.10, -0.06, 7.16], [-1.85, -4.11, -0.21], [1.41, 3.08, -1.24], [0.53, 0.00, 1.83], [0.25, 0.97, -3.66], [2.94, 2.01, -2.20], [-2.93, -2.47, 1.56], [-0.85, -0.29, -4.99], [0.39, -3.85, -0.76], [3.35, -0.38, -1.74], [-0.62, 0.28, -5.89], [-2.75, 1.51, -3.90], [2.20, -0.44, -3.11], [2.03, -0.33, 7.40], [-1.17, -0.07, -2.56], [-1.73, 0.25, 4.18], [2.28, -0.47, -2.00], [-0.48, 0.27, -0.31], [1.21, -0.21, 6.69], [1.99, 1.88, -1.65], [2.42, -2.13, -0.67], [0.40, -0.05, 4.42], [-1.50, 2.38, -4.82], [1.93, -2.54, -2.34], [1.47, -0.20, 5.32], [-0.12, -1.10, -4.92], [1.96, 3.97, -1.53], [-0.31, -0.07, 8.23], [-1.16, 0.11, 6.26], [-1.70, 1.83, -3.89], [0.41, 3.95, 0.77]],
  "nbo_charge": [0.238, 0.050, -0.142, -0.454, 0.521, 0.192, -0.736, 0.160, -0.226, 0.236, 0.090, 0.227, 0.466, 0.102, 0.186, 0.013, -0.855, -0.151, 0.234, -0.398, -0.529, 0.153, 0.192, 0.017, -0.637, 0.174, 0.221, 0.225, 0.228, 0.219, 0.238, -0.849, 0.229, -0.273, 1.700, -0.204, 0.006, 0.181, -0.230, 0.227, 0.193, -0.141, 0.215, 0.236, 0.235, -0.205, -0.621, 0.045],
  "gap_ev": [6.56, 4.35],
  "total_charge": 1,
  "relative_energy_kj_mol": 0.0,
  "fmax_ha_per_bohr": 0.0660,
  "lumo_ev": [-2.857, -5.037],
  "spin_multiplicity": 2,
  "s_squared": 0.784
}


No. 6
{
  "formula": "C3H8N5",
  "method": "ωB97M-V with the def2-TZVPD basis set",
  "elements": ["H", "C", "H", "H", "H", "H", "C", "N", "H", "H", "N", "N", "C", "N", "N", "H"],
  "coordinates": [[-1.71, -2.29, 0.40], [2.40, -0.57, -0.17], [2.51, -0.99, -1.19], [0.92, 2.45, 0.41], [-3.13, -0.06, -0.95], [-0.61, 2.40, -0.21], [-0.97, -1.54, 0.34], [0.37, -1.62, 0.32], [2.82, -1.36, 0.57], [-3.06, 1.05, 0.46], [0.21, 1.85, 0.05], [-2.51, 0.38, -0.23], [0.20, 0.54, -0.03], [1.02, -0.47, 0.09], [-1.39, -0.23, 0.25], [2.94, 0.47, -0.11]],
  "nbo_charge": [0.248, -0.435, 0.246, 0.436, 0.410, 0.438, 0.218, -0.273, 0.272, 0.408, -0.774, -0.655, 0.617, -0.188, -0.208, 0.239],
  "gap_ev": 9.89,
  "total_charge": 1,
  "relative_energy_kj_mol": 318.1,
  "fmax_ha_per_bohr": 0.0874,
  "lumo_ev": -3.511,
  "smiles": "Cn1ncn(N)c1=[NH2+]"
}